The following is a DFT calculation (ωB97M-V with the def2-TZVPD basis set) of a single C24H24FN3O4S molecule.

The geometry in XYZ format:
```
57
Properties=species:S:1:pos:R:3:mulliken_charge:R:1
S 0.938 4.989 -0.164 1.39
F 5.601 5.068 -3.699 -0.36
O 2.129 -2.228 1.828 -0.66
O 0.757 6.293 0.396 -0.77
O -2.884 -5.526 2.800 -0.53
O -0.161 4.358 -0.832 -0.63
N 0.272 -2.243 0.546 0.15
N -2.200 -3.545 0.832 0.28
N 1.474 4.051 1.123 -0.25
C 1.206 0.601 2.369 -0.87
C 4.672 5.467 -1.582 -0.90
C -5.661 -4.403 -0.073 -0.84
C 2.361 5.004 -1.246 -0.11
C 1.408 0.562 -0.018 -0.54
C -1.012 -4.155 1.385 -0.66
C -3.445 -4.167 0.895 -0.09
C -4.414 -3.811 -0.045 -0.20
C 1.484 1.941 -0.041 0.23
C 1.258 -0.122 1.184 0.15
C 1.257 1.981 2.352 -0.99
C -3.782 -5.165 1.828 1.16
C -2.127 -2.103 0.886 -0.95
C 4.522 5.046 -2.892 0.60
C -5.029 -5.769 1.777 -0.74
C 3.569 5.447 -0.745 -0.56
C 1.258 -1.618 1.233 0.28
C -5.974 -5.393 0.839 -0.60
C 3.212 4.165 -4.843 -1.51
C 3.310 4.602 -3.418 0.44
C -0.933 -1.621 0.052 -0.59
C 1.392 2.663 1.145 1.16
C 0.193 -3.689 0.562 -1.24
C 2.221 4.592 -2.556 -0.01
H -0.852 -0.536 0.107 0.53
H -3.049 -1.665 0.505 0.54
H -6.383 -4.097 -0.815 0.37
H 1.199 2.538 3.275 0.33
H 1.118 0.074 3.307 0.46
H -6.941 -5.871 0.827 0.38
H -3.280 -6.212 3.351 0.29
H 3.890 3.332 -5.028 0.32
H 1.358 4.514 2.010 0.26
H -1.985 -1.762 1.926 0.20
H -0.861 -3.877 2.438 0.31
H 1.119 -4.069 0.994 0.53
H 1.602 2.465 -0.974 0.11
H 3.633 5.773 0.279 0.44
H -1.078 -1.921 -0.992 0.18
H -5.267 -6.533 2.507 0.24
H 3.509 4.978 -5.506 0.35
H 1.481 0.007 -0.943 0.44
H 2.198 3.861 -5.084 0.38
H 1.249 4.265 -2.893 0.41
H 5.637 5.803 -1.239 0.45
H -1.094 -5.238 1.317 0.53
H 0.091 -4.042 -0.469 0.29
H -4.167 -3.058 -0.778 0.43
```

## Properties
E_LUMO: 0.5 eV
HOMO: -0.285 Ha
Structure (SMILES): Cc1cc(S(=O)(=O)Nc2ccc(C(=O)N3CCN(c4ccccc4O)CC3)cc2)ccc1F
Orbital gap: 8.308 eV
Calculated total energy: -1892.24673 Eh
Energy above the lowest of the compared OMol25 structures with the same formula, charge and spin: 0.509 eV

***

The following is a DFT calculation (ωB97M-V with the def2-TZVPD basis set) of 8 unconnected molecules or ions with the total composition C25H37ClFO24P.

The geometry in XYZ format:
```
89
Properties=species:S:1:pos:R:3:mulliken_charge:R:1
Cl -1.354 1.198 2.090 -0.25
P -2.450 -0.064 0.903 -0.10
F -3.321 -4.453 1.013 -0.19
O -2.321 -7.100 5.318 -0.34
O -6.138 1.071 -2.131 -0.56
O -4.564 2.622 -1.771 -0.26
O 1.153 4.311 -5.284 -0.30
O 1.311 -5.268 4.713 -0.30
O 0.681 6.393 -5.983 -0.53
O -2.790 0.958 -0.328 -0.33
O 3.842 1.558 3.262 -0.35
O 2.771 2.038 1.380 -0.32
O 4.946 -2.868 -0.212 -0.27
O -3.982 -7.120 3.844 -0.34
O 4.598 0.731 1.312 -0.54
O -4.314 -7.970 5.903 -0.55
O -2.924 6.849 -3.759 -0.33
O 2.809 5.743 -5.642 -0.33
O -4.061 6.829 -5.663 -0.34
O -6.668 3.264 -2.054 -0.37
O 5.198 -5.100 -0.382 -0.53
O -0.173 -1.360 1.148 -0.26
O -1.861 -3.184 -0.003 -0.25
O -5.168 6.737 -3.706 -0.55
O 6.983 -3.727 -0.430 -0.35
O 2.511 -3.412 4.939 -0.31
O 1.128 -3.636 3.172 -0.40
C -5.959 4.433 -1.603 -0.30
C -3.219 -3.464 0.076 -0.09
C -0.995 -0.901 0.104 0.35
C 2.231 -5.531 5.777 -0.33
C -1.736 -6.710 4.069 0.08
C 5.660 -4.007 -0.344 0.62
C -2.703 7.122 -6.026 -0.33
C -4.147 6.805 -4.320 0.64
C 1.913 2.488 2.439 0.11
C 2.669 -4.130 6.167 -0.34
C 2.356 3.536 -5.200 -0.30
C -1.938 6.674 -4.796 -0.03
C -1.517 -2.048 -0.777 -1.09
C 5.851 -1.780 0.023 -0.18
C 1.054 -1.949 0.735 -0.76
C -5.831 2.216 -2.002 0.65
C 3.408 4.612 -4.995 -0.30
C 2.875 2.558 3.612 -0.34
C -3.611 -7.449 5.099 0.64
C -4.516 4.052 -1.868 -0.12
C 7.139 -2.312 -0.580 -0.28
C 1.476 5.564 -5.669 0.67
C 1.604 -4.060 4.172 0.57
C 3.813 1.383 1.926 0.64
C -2.954 -6.307 3.258 -0.14
H 3.053 -6.133 5.387 0.25
H -3.624 -3.853 -0.869 0.24
H -3.812 4.451 -1.145 0.33
H -6.275 5.309 -2.159 0.28
H -0.713 -2.364 -1.453 0.37
H 5.927 -1.611 1.096 0.22
H -3.218 -5.259 3.392 0.23
H 4.365 4.388 -5.457 0.29
H 2.487 2.996 -6.138 0.27
H -6.167 4.571 -0.541 0.26
H -1.022 -5.908 4.221 -0.01
H 1.754 -1.859 1.570 0.24
H -2.866 -6.519 2.198 0.22
H 1.468 3.442 2.174 0.38
H 1.729 -6.073 6.574 0.32
H 7.228 -2.082 -1.643 0.25
H -2.358 -1.713 -1.403 0.49
H -0.463 -0.186 -0.550 0.50
H -1.661 5.622 -4.838 0.15
H 1.130 1.746 2.584 -0.18
H 2.282 2.828 -4.379 0.28
H 3.558 4.854 -3.942 0.25
H -2.434 6.580 -6.928 0.27
H 5.477 -0.877 -0.447 0.23
H -4.198 4.324 -2.874 0.05
H 3.380 3.522 3.686 0.25
H -1.222 -7.573 3.640 0.24
H 3.702 -4.069 6.499 0.30
H 2.016 -3.685 6.919 0.26
H -2.614 8.194 -6.206 0.27
H 1.462 -1.428 -0.141 0.40
H -1.062 7.273 -4.582 0.30
H 2.420 2.310 4.567 0.30
H 8.035 -1.981 -0.062 0.30
H -3.649 0.708 -0.700 0.32
H -3.804 -2.603 0.428 0.17
H 0.921 -3.016 0.514 0.23
```

## Properties
E_LUMO: -0.1 eV
HOMO: -0.341 Ha
Structure (SMILES): CO[C@@H](COCF)P(O)Cl.O=C1OCCO1.O=C1OCCO1.O=C1OCCO1.O=C1OCCO1.O=C1OCCO1.O=C1OCCO1.O=C1OCCO1
Orbital gap: 9.161 eV
Calculated total energy: -3682.07725 Eh

***

The following is a DFT calculation (ωB97M-V with the def2-TZVPD basis set) of 3 unconnected molecules or ions with the total composition C23H29I2N2O9PS in a non-equilibrium geometry.

The geometry in XYZ format:
```
67
Properties=species:S:1:pos:R:3:mulliken_charge:R:1
I -1.175 -3.630 -0.487 0.14
I -2.023 -1.659 2.204 0.13
S 2.901 0.746 -4.194 -0.29
P -0.343 -0.106 -3.645 0.31
O 1.091 -2.910 1.787 -0.40
O -3.089 0.461 -2.311 -0.48
O 4.887 -2.050 1.027 -0.48
O 7.672 1.826 -0.717 -0.53
O 6.384 0.137 0.139 -0.29
O -2.550 2.437 -1.370 -0.20
O -4.788 -2.193 4.537 -0.32
O -4.128 -0.117 5.125 -0.56
O -0.107 1.414 -4.339 -0.45
N -0.119 -1.389 -4.846 -0.76
N 2.843 -1.324 1.878 -0.45
C 2.409 -0.072 -2.635 -0.27
C -3.173 1.655 -2.290 0.49
C 3.849 -1.522 0.793 0.17
C 6.786 1.453 -0.003 0.55
C 4.930 0.123 -1.939 -0.60
C -4.544 -1.196 5.431 0.47
C 1.010 -0.460 -2.358 0.71
C 6.097 -0.493 -1.118 -1.13
C 0.602 -1.116 -1.102 0.10
C 1.709 -2.047 1.270 0.35
C -4.983 -3.153 6.670 -0.48
C 3.486 -0.336 -1.647 0.70
C -0.871 -1.480 -0.779 -1.56
C 3.074 -1.018 -0.446 -0.19
C -4.916 -1.643 6.825 -0.38
C -5.381 -3.310 5.216 -0.41
C -0.622 0.711 0.703 -1.04
C 1.665 -1.400 -0.158 0.62
C -3.418 3.891 -2.992 -0.49
C 5.940 2.495 0.820 -0.72
C -1.513 -0.569 0.405 -0.40
C -2.942 3.805 -1.556 -0.52
C -3.999 2.506 -3.224 -0.53
H 0.327 0.467 1.232 0.33
H 3.360 -0.223 -5.054 0.18
H -2.478 -0.151 0.015 0.54
H -2.564 4.046 -3.657 0.25
H -1.288 1.401 1.289 0.44
H 5.628 3.364 0.197 0.30
H -5.886 -1.216 7.087 0.26
H 6.444 2.782 1.775 0.31
H 4.935 1.252 -1.905 0.36
H 0.193 1.349 -5.265 0.32
H -3.877 2.184 -4.256 0.28
H -3.735 4.041 -0.841 0.29
H 4.986 1.978 1.126 0.14
H -5.005 -4.239 4.787 0.31
H 7.030 -0.399 -1.744 0.44
H -6.464 -3.268 5.075 0.25
H -3.991 -3.582 6.831 0.26
H -1.501 -1.239 -1.675 0.30
H -1.016 -1.886 -4.811 0.29
H 5.926 -1.597 -1.033 0.50
H -4.158 -1.344 7.546 0.27
H 2.695 -0.312 1.755 0.40
H -2.091 4.458 -1.366 0.33
H -4.127 4.701 -3.164 0.33
H -0.392 1.263 -0.246 0.16
H -0.018 -1.000 -5.788 0.28
H -5.674 -3.636 7.360 0.32
H -5.047 2.448 -2.924 0.29
H 5.136 -0.111 -3.021 0.43
```

## Properties
E_LUMO: -0.6 eV
HOMO: -0.295 Ha
Orbital gap: 7.377 eV
Calculated total energy: -3015.35263 Eh